# C19H36FINbO5P2S3

C19H36FINbO5P2S3 as an isolated structure (ωB97M-V/def2-TZVPD, the Open Molecules 2025 dataset).

XYZ file:
```
68
Properties=species:S:1:pos:R:3:nbo_charge:R:1
I 2.2089 0.2994 -1.2072 -0.415
Nb -0.4751 -0.6123 -1.3072 1.006
S 2.1838 -3.8744 3.9632 2.176
S 1.8026 2.4777 3.7736 2.162
S 0.2286 -2.4729 0.1977 -0.448
P 0.1537 -1.8864 -3.4193 0.598
P -1.2575 1.4026 -2.6642 0.446
F -0.8697 0.5006 0.3139 -0.628
O 1.5030 -4.4746 2.8533 -0.936
O 0.6623 2.4210 4.6561 -0.956
O 1.3812 -1.1070 -4.2655 -0.984
O 3.1153 2.0634 4.2117 -0.959
O 3.3185 -4.4924 4.6080 -0.957
C -3.4909 -1.1163 -2.3278 -0.014
C 0.8827 -3.5405 -3.0289 -0.944
C -0.5913 2.9892 -1.9513 -0.691
C -4.5153 -0.2090 -2.0501 -0.164
C 0.7910 3.4369 -2.4756 -0.620
C 1.7176 -1.2801 4.2978 -0.413
C 1.3922 1.6318 2.2464 -0.676
C 1.9026 4.1270 3.0626 -0.674
C 1.3939 -1.9963 5.6202 -0.403
C -5.2556 -0.2494 -4.3523 -0.253
C -0.6612 1.3267 -4.4191 -0.923
C 0.9903 -3.4156 5.2171 -0.675
C -2.5675 -1.5216 -1.2227 -0.844
C -4.2464 -1.1546 -4.6371 -0.206
C -3.3960 -1.5820 -3.6301 -0.234
C 2.6107 -2.2079 3.4779 -0.686
C 0.7754 2.7111 1.3683 -0.407
C -5.3757 0.1975 -3.0493 -0.230
C 1.6571 3.9544 1.5555 -0.408
H 0.7914 -1.0868 3.7526 0.217
H 0.7502 4.3932 -2.9940 0.196
H -1.0926 2.1670 -4.9631 0.212
H 1.5729 -3.4860 -2.1926 0.228
H 1.2793 2.7056 -3.1099 0.223
H 1.5454 -2.5885 -0.0231 0.149
H 0.0829 -4.2550 -2.8645 0.243
H 1.0222 -4.1372 6.0303 0.243
H -4.6497 0.1663 -1.0468 0.196
H 2.2129 -0.3237 4.4557 0.242
H -0.5942 2.9191 -0.8684 0.237
H 1.1321 4.7370 3.5303 0.238
H -2.6400 -2.3039 -3.8987 0.219
H 2.3207 1.2563 1.8160 0.257
H 2.2793 -2.0202 6.2597 0.209
H 0.7302 2.3943 0.3274 0.257
H -2.4941 -2.6085 -1.1474 0.237
H 2.4288 -2.1056 2.4096 0.270
H 2.8842 4.5440 3.2739 0.242
H -4.1173 -1.5293 -5.6424 0.200
H 1.4544 3.5591 -1.6217 0.209
H 0.5977 -1.4948 6.1685 0.224
H -6.1808 0.8823 -2.8109 0.196
H 0.7155 0.8074 2.4550 0.272
H 0.4210 1.3321 -4.4939 0.238
H 0.0057 -3.4180 4.7503 0.242
H -1.3031 3.7633 -2.2428 0.211
H 2.6093 3.8034 1.0431 0.211
H -0.2430 2.9248 1.7000 0.213
H 1.1945 4.8446 1.1307 0.217
H -2.9967 -1.1731 -0.2826 0.234
H -1.0626 0.4084 -4.8405 0.248
H 3.6663 -2.0487 3.6918 0.241
H 2.2015 -1.5805 -4.0900 0.480
H 1.4141 -3.8665 -3.9269 0.212
H -5.9076 0.0722 -5.1504 0.200
```

Results
frontier orbital gap	6.02	eV
charge	-1
electronic energy	-93979.4091	eV



# C19H36N3O3PPtTe2

C19H36N3O3PPtTe2 as an isolated structure (ωB97M-V/def2-TZVPD, the Open Molecules 2025 dataset).

XYZ file:
```
65
Properties=species:S:1:pos:R:3:nbo_charge:R:1
Pt 0.0298 1.0863 1.1836 0.660
Te -4.5536 -0.2821 -0.9565 -0.512
Te 0.3046 -1.1683 2.4046 -0.045
P -2.3998 0.5697 -1.0764 1.985
O -1.7970 1.2934 0.1390 -1.173
O -2.3675 1.6424 -2.2907 -0.835
O -1.2639 -0.4697 -1.5153 -0.859
N 1.9940 1.4678 1.7016 -0.582
N 0.1242 3.1506 0.5118 -0.669
N -0.0040 2.8198 3.3507 -0.658
C -0.0757 -5.0642 -0.5871 -0.005
C 1.2770 -3.3131 0.4184 -0.035
C -0.1760 -6.3143 -1.4169 -0.627
C -0.5749 4.1660 1.3390 -0.229
C 1.5467 3.4283 0.2264 -0.235
C 0.1294 -2.7571 1.0036 -0.279
C -1.1977 -4.4852 -0.0185 -0.256
C 2.4428 2.2195 0.4988 -0.243
C 1.3793 3.2237 3.4576 -0.237
C -1.4909 -1.3747 -2.6099 -0.066
C -1.0517 2.4882 -4.0973 -0.619
C -1.1202 -3.3441 0.7816 0.098
C -0.9722 3.7236 2.7616 -0.224
C 2.6456 -2.7042 0.5711 -0.628
C 2.3217 2.0932 3.0074 -0.236
C -1.1553 2.3291 -2.5977 -0.069
C -0.1461 -1.8985 -3.0503 -0.627
C 1.1543 -4.4567 -0.3634 -0.237
C -2.3882 -2.8242 1.3939 -0.665
H -3.2549 -3.1442 0.8180 0.225
H -0.9980 1.5113 -4.5777 0.216
H 2.6534 -1.6753 0.2016 0.207
H -2.1553 -2.1695 -2.2659 0.203
H 0.3868 -6.2175 -2.3471 0.214
H 0.5266 -1.0688 -3.2775 0.200
H -1.2124 -6.5381 -1.6683 0.215
H 3.3785 -3.2762 0.0018 0.208
H 1.8645 4.2665 0.8441 0.198
H 2.2785 1.2865 3.7411 0.225
H 0.0583 5.0545 1.3876 0.185
H 3.4855 2.5375 0.6123 0.199
H -0.3454 2.3780 4.1910 0.389
H -0.2961 1.7687 -2.2105 0.176
H 2.9654 -2.6667 1.6128 0.225
H -1.9161 3.1810 2.7013 0.227
H 2.3886 1.5211 -0.3348 0.229
H -0.1578 3.0557 -4.3630 0.205
H 1.6806 3.7416 -0.8116 0.217
H -2.4995 -3.1903 2.4184 0.219
H 0.3044 -2.5112 -2.2732 0.226
H -1.1438 4.6330 3.3544 0.176
H 2.0450 -4.8785 -0.8187 0.200
H 0.2298 -7.1734 -0.8788 0.218
H -1.1838 3.3118 -2.1108 0.156
H -1.9242 3.0130 -4.4851 0.221
H 3.3524 2.4585 2.9673 0.194
H -2.4130 -1.7372 1.4374 0.239
H -0.2556 -2.5052 -3.9515 0.211
H -0.4277 2.9546 -0.3161 0.442
H 1.5430 4.1177 2.8581 0.185
H -1.4818 4.4560 0.8098 0.228
H 1.6659 3.4956 4.4797 0.202
H -2.1725 -4.9297 -0.1923 0.205
H -1.9965 -0.8433 -3.4212 0.181
H 2.4126 0.5374 1.6966 0.440
```

Results
frontier orbital gap	6.60	eV
electronic energy	-58024.1334	eV



# C19H36NO31S7

A 8-piece molecular cluster, C19H36NO31S7 overall (ωB97M-V/def2-TZVPD, the Open Molecules 2025 dataset).

XYZ file:
```
94
Properties=species:S:1:pos:R:3:mulliken_charge:R:1
S 4.0088 -2.0835 -0.1003 0.970
S -1.3938 4.3177 3.6524 0.998
S -2.2740 -2.6850 -0.4495 1.038
S -4.7130 6.3283 -0.9395 1.174
S 0.2023 1.1077 -8.0126 1.251
S 3.3136 -0.0510 -5.5992 1.043
S 2.2600 -7.3234 4.7304 1.094
O 5.1583 -1.0651 0.3859 -0.329
O -3.9815 6.9201 0.1234 -0.533
O 0.7319 0.1483 -8.9176 -0.596
O -0.5019 2.2836 -8.8675 -0.328
O -4.1369 5.3933 -1.8352 -0.551
O -6.0609 5.6874 -0.3428 -0.296
O 2.7354 -5.9395 5.3765 -0.299
O -2.9176 4.2239 3.1410 -0.354
O 3.8043 -1.4829 -1.5769 -0.262
O 4.1257 -1.2096 -6.3725 -0.336
O 4.0510 0.3304 -4.4431 -0.586
O -3.1214 -1.6941 -1.0168 -0.576
O -5.3994 7.5045 -1.7951 -0.311
O 2.8372 -1.8286 0.6583 -0.378
O 1.0325 -7.6208 5.7256 -0.339
O 4.5795 -3.3770 -0.2220 -0.599
O 2.0713 -0.9498 -5.1227 -0.221
O -1.4158 -3.4879 -1.2483 -0.542
O -0.7353 4.7933 2.2619 -0.347
O -1.1399 0.4928 -7.3646 -0.316
O -0.9440 3.0054 3.9413 -0.392
O -1.1127 -2.4205 5.6662 -0.763
O -1.4028 -2.0215 0.7178 -0.187
O 0.9823 1.6905 -6.9908 -0.482
O -3.1730 -3.6494 0.4678 -0.330
O 3.2731 -8.2953 4.9608 -0.567
O 2.8483 0.8863 -6.5539 -0.496
O -1.2881 5.3825 4.5838 -0.592
O 2.8775 1.8873 3.3814 -0.480
O 1.7333 -7.0772 3.4360 -0.530
O 0.7750 -2.5042 6.8325 -0.792
N 0.3727 -0.8614 3.7188 0.006
C -2.5813 -3.7430 1.7766 -0.339
C 3.5262 -2.4826 -6.1065 -0.330
C -6.8005 7.2408 -1.9220 -0.395
C 5.6919 -0.3789 -0.7525 -0.407
C -7.1756 6.5351 -0.6356 -0.299
C -1.9404 -2.3951 2.0018 0.235
C 0.8166 0.4805 4.0560 -0.590
C 1.7684 -5.4961 6.3514 -0.147
C -1.9075 2.0367 -8.9413 -0.377
C 3.4191 1.0508 4.4882 -0.743
C 2.3159 0.5838 3.4522 0.663
C 0.1305 -2.3127 5.7580 0.496
C -3.0252 4.7894 1.8296 -0.227
C -2.2494 1.3529 -7.6325 -0.330
C 0.9990 -1.9152 4.5135 -0.597
C -1.6675 4.5763 1.1979 -0.249
C 2.0643 -2.1803 -5.8536 -0.280
C 4.5252 -0.2515 -1.7063 -0.213
C 1.1409 -6.7672 6.8738 -0.339
H -8.0845 5.9465 -0.7356 0.298
H -7.3530 8.1658 -2.0665 0.306
H 2.9191 1.1742 5.4453 0.278
H 0.4470 -1.0137 2.7206 0.171
H 0.9550 0.6603 5.1279 0.528
H -1.1556 -2.4307 2.7524 -0.187
H 2.2522 -4.9190 7.1337 0.373
H -3.8216 4.3014 1.2709 0.192
H -6.9465 6.5915 -2.7886 0.300
H -7.2913 7.2439 0.1873 0.287
H -1.8345 -4.5399 1.7546 0.338
H -1.4803 5.2614 0.3747 0.298
H -2.0923 1.3764 -9.7927 0.284
H 6.4869 -0.9975 -1.1778 0.289
H -2.3283 2.0736 -6.8155 0.286
H 1.5240 -2.0164 -6.7898 0.204
H 1.0341 -4.8688 5.8474 0.051
H -3.3345 -3.9751 2.5244 0.320
H -3.2501 5.8480 1.9316 0.312
H 3.6701 -3.1540 -6.9500 0.308
H 2.0201 -1.6907 4.8720 0.275
H 6.1011 0.5859 -0.4629 0.345
H 1.0845 -2.8091 3.8592 0.420
H -2.4522 2.9674 -9.0807 0.311
H 4.1265 0.2712 4.1959 0.308
H 4.8428 -0.1049 -2.7348 0.393
H 0.2359 1.2669 3.5332 0.044
H 1.7895 -7.2629 7.6016 0.285
H -1.5482 3.5478 0.8479 0.307
H 2.6220 -0.2105 2.6730 0.036
H 0.1646 -6.5939 7.3186 0.319
H 4.0026 -2.9066 -5.2194 0.270
H 3.8628 0.5655 -1.4113 0.220
H -3.1696 0.7763 -7.6956 0.306
H 1.5696 -2.9621 -5.2825 0.352
H -2.6803 -1.6476 2.2917 0.177
```

Results
frontier orbital gap	5.74	eV
charge	-1
electronic energy	-161087.7214	eV